Molecular formula: C5H9NO
Method: DFT, the ωB97M-V functional and the def2-TZVPD basis

The total energy is -8861.748 eV. The energy above the lowest of the compared OMol25 structures with the same formula, charge and spin comes out at 720.3 kJ/mol. As for the HOMO-LUMO gap (spin up / spin down): 8.2 / 8.8 eV. Its total charge is 0.

XYZ file:
```
16
Properties=species:S:1:pos:R:3:forces:R:3:mulliken_charge:R:1
C -1.792 -0.688 -0.081 -0.587 -0.375 1.382 -0.46
C -0.899 -1.369 -0.747 0.604 3.082 0.172 -0.23
C -1.603 0.752 0.575 -0.448 -0.355 -1.786 -0.46
C -0.519 1.346 -0.371 0.759 1.288 2.983 -0.52
C 2.468 -0.586 0.064 1.916 -1.023 1.377 -0.49
N 0.564 0.415 -0.685 -1.399 -0.211 -1.386 -0.50
O 1.296 0.097 0.406 -0.171 1.262 0.900 0.00
H -2.688 -1.189 0.319 0.058 0.012 -0.391 0.30
H -0.261 -1.884 -1.430 -0.296 -0.432 0.144 0.45
H -2.543 1.446 0.544 1.458 -1.575 0.073 0.31
H -1.305 0.576 1.624 0.043 0.352 -0.498 0.27
H -0.970 1.655 -1.271 -0.587 -0.303 -1.412 0.36
H -0.248 2.399 0.062 0.499 -1.950 -0.374 0.29
H 3.037 -0.207 -0.884 -1.302 -0.559 1.758 0.25
H 2.158 -1.680 -0.005 0.863 1.111 -0.318 0.23
H 3.149 -0.472 1.064 -1.410 -0.324 -2.623 0.19
```
Forces are in eV/Å.

***

Molecular formula: C5H9NO
Method: DFT, the ωB97M-V functional and the def2-TZVPD basis

The total energy is -8864.759 eV. The energy above the lowest of the compared OMol25 structures with the same formula, charge and spin comes out at 429.7 kJ/mol. As for the HOMO-LUMO gap (spin up / spin down): 7.5 / 8.1 eV. Its total charge is 0.

XYZ file:
```
16
Properties=species:S:1:pos:R:3:forces:R:3:mulliken_charge:R:1
C 2.102 0.157 -0.243 0.030 0.010 -0.024 -1.34
C 0.668 -0.311 -0.276 0.266 0.005 0.280 1.56
C 0.243 -1.235 0.841 -0.077 0.020 0.014 -1.46
C -2.162 1.181 0.342 -0.110 0.251 0.494 -0.53
N -1.621 0.627 -0.724 -0.006 -0.188 -0.636 0.02
C -0.293 0.482 -1.026 -0.037 -0.108 0.215 -0.61
O 0.178 -0.722 -1.581 -0.084 0.087 -0.175 -0.51
H 2.796 -0.683 -0.349 -0.107 0.067 0.029 0.31
H 2.307 0.652 0.714 -0.026 -0.080 -0.138 0.31
H 2.278 0.874 -1.047 -0.001 -0.137 0.094 0.38
H 0.349 -0.746 1.817 0.002 -0.047 -0.155 0.33
H 0.872 -2.133 0.846 -0.072 0.142 -0.018 0.38
H -0.799 -1.544 0.721 0.153 0.055 0.004 0.36
H -1.516 1.380 1.187 -0.121 0.042 -0.107 0.25
H -3.162 1.587 0.286 0.090 -0.134 0.001 0.28
H -2.240 0.435 -1.508 0.101 0.017 0.122 0.27
```
Forces are in eV/Å.

***

Molecular formula: C5H9NO
Method: DFT, the ωB97M-V functional and the def2-TZVPD basis

The total energy is -8863.830 eV. The energy above the lowest of the compared OMol25 structures with the same formula, charge and spin comes out at 519.4 kJ/mol. As for the HOMO-LUMO gap: 8.4 eV. Its total charge is 0.

XYZ file:
```
16
Properties=species:S:1:pos:R:3:forces:R:3:mulliken_charge:R:1
C 1.340 -1.529 0.112 0.070 -0.072 -0.006 -1.28
C -2.299 -0.140 0.668 -0.223 0.061 0.046 -1.34
C 0.668 1.157 0.028 -0.163 -0.254 -0.052 0.82
C 0.328 -0.458 0.125 -0.022 0.108 -0.013 0.65
N 0.892 1.543 -1.370 -0.119 -0.110 0.120 -0.59
C -0.889 -0.150 0.301 0.608 0.334 -0.078 0.05
O 1.436 1.572 0.919 -0.154 -0.144 -0.050 -0.69
H 1.873 1.372 -1.568 -0.034 0.001 0.033 0.24
H 0.323 1.000 -2.010 0.031 0.007 0.053 0.28
H -0.537 1.482 0.157 -0.097 -0.027 -0.010 -0.11
H 1.792 -1.609 -0.881 -0.043 0.022 0.054 0.29
H 2.132 -1.248 0.810 -0.051 0.003 -0.034 0.32
H 0.935 -2.501 0.393 0.014 0.061 -0.014 0.35
H -2.591 -1.178 0.873 0.069 0.083 -0.028 0.34
H -2.934 0.244 -0.133 0.069 -0.029 0.042 0.33
H -2.469 0.444 1.575 0.045 -0.043 -0.065 0.33
```
Forces are in eV/Å.

***

Molecular formula: C5H9NO
Method: DFT, the ωB97M-V functional and the def2-TZVPD basis

The total energy is -8868.319 eV. The energy above the lowest of the compared OMol25 structures with the same formula, charge and spin comes out at 86.2 kJ/mol. As for the SMILES: [H]/N=C1/CCCCO1. As for the HOMO-LUMO gap: 10.6 eV. Its total charge is 0.

XYZ file:
```
16
Properties=species:S:1:pos:R:3:forces:R:3:mulliken_charge:R:1
H -2.644 0.239 1.878 0.066 0.018 0.044 0.29
N -1.699 0.600 2.021 0.138 -0.179 -0.309 -0.72
C -0.962 0.257 1.049 -0.097 0.188 0.279 0.41
C 0.483 0.729 1.013 0.020 0.028 0.025 -0.34
C 1.347 0.246 -0.161 0.061 -0.070 0.005 -0.57
C 0.489 -0.100 -1.373 -0.010 0.016 -0.039 -0.56
C -0.600 -1.058 -0.937 0.143 -0.092 -0.154 -0.41
O -1.478 -0.452 0.008 -0.068 0.056 0.118 -0.41
H 0.430 1.822 1.021 -0.037 -0.113 -0.034 0.25
H 0.929 0.451 1.973 -0.066 0.071 -0.144 0.27
H 1.905 -0.651 0.133 -0.077 0.077 -0.032 0.32
H 2.092 1.009 -0.413 -0.121 -0.128 0.066 0.29
H 0.019 0.797 -1.794 0.079 -0.083 0.030 0.28
H 1.096 -0.563 -2.159 -0.098 0.069 0.089 0.34
H -0.161 -1.963 -0.493 -0.042 0.090 -0.056 0.30
H -1.244 -1.364 -1.766 0.110 0.054 0.111 0.27
```
Forces are in eV/Å.

***

Molecular formula: C5H9NO
Method: DFT, the ωB97M-V functional and the def2-TZVPD basis

The total energy is -8862.894 eV. The energy above the lowest of the compared OMol25 structures with the same formula, charge and spin comes out at 609.7 kJ/mol. As for the HOMO-LUMO gap (spin up / spin down): 8.7 / 8.8 eV. Its total charge is 0.

XYZ file:
```
16
Properties=species:S:1:pos:R:3:forces:R:3:mulliken_charge:R:1
C 2.788 0.397 0.244 0.297 -0.038 -0.016 -0.71
O 1.428 0.744 0.356 -0.065 0.036 0.008 -0.30
C 0.599 -0.384 0.397 -0.171 -0.205 0.008 -0.58
C -0.837 0.127 0.510 0.015 0.087 -0.056 -0.07
C -2.586 0.831 -1.886 -0.327 -0.410 0.176 -0.50
C -1.804 -0.966 0.637 -0.596 -0.698 0.106 0.23
N -2.565 -1.833 0.726 0.733 0.799 -0.080 -0.41
H 3.361 1.326 0.221 -0.086 -0.152 0.006 0.25
H 2.984 -0.169 -0.680 -0.050 0.090 0.130 0.30
H 3.117 -0.210 1.102 -0.050 0.098 -0.124 0.30
H 0.843 -1.025 1.261 -0.038 0.104 -0.138 0.36
H 0.713 -0.990 -0.517 -0.014 0.072 0.143 0.33
H -0.922 0.797 1.373 -0.020 -0.138 -0.137 0.28
H -3.456 0.879 -1.194 0.183 0.172 -0.124 0.24
H -1.074 0.723 -0.390 0.058 -0.049 0.162 0.05
H -2.589 -0.248 -2.159 0.130 0.231 -0.063 0.24
```
Forces are in eV/Å.

***

Molecular formula: C5H9NO
Method: DFT, the ωB97M-V functional and the def2-TZVPD basis

The total energy is -8864.272 eV. The energy above the lowest of the compared OMol25 structures with the same formula, charge and spin comes out at 476.7 kJ/mol. As for the HOMO-LUMO gap: 7.6 eV. Its total charge is 0.

XYZ file:
```
16
Properties=species:S:1:pos:R:3:forces:R:3:mulliken_charge:R:1
C -0.537 0.990 -1.347 -0.071 0.127 -0.073 -1.06
N -0.110 0.045 -0.309 0.068 -0.076 -0.192 0.35
C -1.175 -0.591 0.504 -0.065 -0.208 -0.085 -0.37
C -0.347 0.446 1.142 -0.028 0.242 -0.192 -0.53
C 1.205 -0.594 2.354 0.377 0.400 1.187 0.03
O 1.409 0.049 3.294 -0.055 -0.659 -0.740 -0.29
C 1.123 -0.718 -0.656 -0.069 0.050 -0.002 -0.95
H -0.644 0.504 -2.322 0.118 -0.028 0.148 0.34
H 0.192 1.803 -1.411 -0.011 -0.161 -0.046 0.36
H -1.496 1.423 -1.064 0.077 -0.084 0.068 0.41
H -2.190 -0.443 0.129 0.216 0.059 -0.036 0.26
H -0.950 -1.633 0.749 -0.017 0.136 -0.003 0.24
H -0.790 1.449 1.150 -0.058 -0.170 -0.118 0.21
H 2.010 -0.177 -0.317 -0.226 0.093 -0.132 0.31
H 1.143 -1.687 -0.156 -0.201 0.233 0.004 0.39
H 1.156 -0.865 -1.742 -0.055 0.045 0.213 0.31
```
Forces are in eV/Å.

***

Molecular formula: C5H9NO
Method: DFT, the ωB97M-V functional and the def2-TZVPD basis

The total energy is -8863.828 eV. The energy above the lowest of the compared OMol25 structures with the same formula, charge and spin comes out at 519.5 kJ/mol. As for the HOMO-LUMO gap: 9.7 eV. Its total charge is 0.

XYZ file:
```
16
Properties=species:S:1:pos:R:3:forces:R:3:mulliken_charge:R:1
C 1.202 0.117 -1.444 -0.015 -0.036 0.031 -1.28
C 0.518 -0.996 -0.679 0.167 -0.278 -0.219 0.17
N 0.881 -1.227 0.717 0.349 -0.647 0.008 -0.47
C -0.487 -0.764 0.383 0.068 -0.401 0.157 -0.29
C -0.443 0.607 1.016 0.291 -0.659 -0.071 -0.15
C -1.517 1.591 0.683 0.362 0.107 -0.164 -0.44
O -1.538 0.880 1.905 0.351 -0.175 0.266 -0.47
H 0.663 0.303 -2.379 0.077 -0.033 0.137 0.30
H 2.228 -0.175 -1.694 -0.128 0.059 0.024 0.32
H 1.226 1.047 -0.871 0.025 -0.189 -0.094 0.36
H 0.400 -1.922 -1.232 -0.109 0.092 -0.169 0.43
H 1.065 -2.157 1.060 -0.230 -0.349 -0.377 0.21
H -1.328 -1.438 0.514 0.042 0.065 -0.070 0.43
H 0.828 0.142 1.275 -1.891 2.723 0.271 0.43
H -1.373 2.671 0.762 0.195 -0.228 0.071 0.25
H -2.324 1.322 -0.018 0.445 -0.049 0.197 0.22
```
Forces are in eV/Å.

***

Molecular formula: C5H9NO
Method: DFT, the ωB97M-V functional and the def2-TZVPD basis

The total energy is -8867.381 eV. The energy above the lowest of the compared OMol25 structures with the same formula, charge and spin comes out at 176.7 kJ/mol. As for the SMILES: CC1(C)CNC1=O. As for the HOMO-LUMO gap: 10.5 eV. Its total charge is 0.

XYZ file:
```
16
Properties=species:S:1:pos:R:3:forces:R:3:mulliken_charge:R:1
C 1.482 0.685 -0.045 0.282 0.024 0.026 -1.49
C 0.151 0.006 0.131 0.410 0.040 -0.031 1.63
C 0.135 -1.244 1.009 0.119 0.037 0.009 -1.65
C -1.050 0.907 0.334 -0.510 -0.272 -0.673 -0.66
N -1.681 0.028 -0.934 0.411 0.370 0.523 -0.36
C -0.407 -0.369 -1.212 0.417 -0.155 -0.212 0.12
O 0.150 -0.779 -2.207 -0.713 -0.075 0.188 -0.64
H 1.960 0.141 -0.865 0.410 0.170 0.249 0.32
H 2.085 0.656 0.867 0.060 0.097 -0.189 0.35
H 1.334 1.724 -0.373 0.211 -0.265 0.132 0.35
H 0.472 -1.023 2.029 -0.010 -0.089 -0.160 0.39
H 0.800 -1.982 0.546 -0.050 0.036 0.287 0.36
H -0.877 -1.676 1.046 0.305 0.155 0.023 0.41
H -1.362 0.937 1.409 -1.086 -0.607 -1.227 0.29
H -0.886 1.945 0.025 -0.090 -0.377 -0.212 0.30
H -2.306 0.044 -1.762 -0.165 0.910 1.266 0.26
```
Forces are in eV/Å.

***

Molecular formula: C5H9NO
Method: DFT, the ωB97M-V functional and the def2-TZVPD basis

The total energy is -8865.644 eV. The energy above the lowest of the compared OMol25 structures with the same formula, charge and spin comes out at 344.3 kJ/mol. As for the HOMO-LUMO gap: 10.4 eV. Its total charge is 0.

XYZ file:
```
16
Properties=species:S:1:pos:R:3:forces:R:3:mulliken_charge:R:1
C 0.689 1.143 0.692 -0.068 0.117 -0.189 -1.41
C 0.243 -0.129 0.021 -0.522 0.756 -1.405 1.24
C 1.336 -1.012 -0.528 -0.139 0.182 -0.405 -1.46
C -0.904 -0.826 0.629 0.715 -0.230 0.153 -0.50
O -1.994 -0.006 0.726 -0.123 0.836 -1.624 -0.48
C -1.954 0.791 -0.786 0.942 -1.300 1.817 0.08
N -0.894 0.759 -1.404 -0.054 -0.872 1.872 -0.62
H 1.076 1.784 -0.100 0.065 0.192 0.172 0.36
H 1.489 0.995 1.431 -0.203 -0.230 -0.201 0.42
H -0.167 1.625 1.171 0.177 0.018 -0.083 0.35
H 2.296 -0.925 0.003 -0.408 0.176 -0.047 0.32
H 1.050 -2.071 -0.562 -0.048 0.314 -0.016 0.34
H 1.480 -0.659 -1.547 0.293 -0.175 -0.208 0.39
H -1.100 -1.800 0.146 -0.010 0.303 0.024 0.33
H -0.324 -1.040 1.563 -1.121 -0.048 0.427 0.29
H -2.974 1.177 -0.834 0.502 -0.039 -0.287 0.36
```
Forces are in eV/Å.

***

Molecular formula: C5H9NO
Method: DFT, the ωB97M-V functional and the def2-TZVPD basis

The total energy is -8868.137 eV. The energy above the lowest of the compared OMol25 structures with the same formula, charge and spin comes out at 103.7 kJ/mol. As for the SMILES: C[C@H](C#N)CCO. As for the HOMO-LUMO gap: 11.5 eV. Its total charge is 0.

XYZ file:
```
16
Properties=species:S:1:pos:R:3:forces:R:3:mulliken_charge:R:1
C -2.160 -0.207 -0.046 -0.051 0.028 -0.002 -1.51
C -0.652 -0.435 -0.247 0.049 -0.040 -0.020 0.79
C -0.148 -1.352 0.787 0.379 -0.582 0.735 0.13
N 0.282 -2.028 1.622 -0.468 0.582 -0.764 -0.50
C 0.185 0.868 -0.242 -0.012 0.079 0.007 -0.79
C 1.655 0.665 0.104 -0.228 0.257 0.222 -0.65
O 2.211 -0.257 -0.816 0.210 -0.134 0.011 -0.52
H -2.548 0.506 -0.780 0.141 -0.091 0.076 0.37
H -2.369 0.183 0.956 0.086 -0.022 -0.157 0.36
H -2.711 -1.146 -0.160 0.109 0.155 0.017 0.39
H -0.495 -0.936 -1.209 0.041 0.025 0.160 0.20
H 0.117 1.319 -1.239 -0.061 -0.047 0.139 0.34
H -0.239 1.585 0.473 0.016 -0.125 -0.069 0.32
H 1.743 0.292 1.134 -0.015 0.041 -0.172 0.42
H 2.171 1.636 0.055 -0.064 -0.159 -0.033 0.34
H 2.959 -0.693 -0.391 -0.131 0.033 -0.151 0.31
```
Forces are in eV/Å.

***

Molecular formula: C5H9NO
Method: DFT, the ωB97M-V functional and the def2-TZVPD basis

The total energy is -8866.484 eV. The energy above the lowest of the compared OMol25 structures with the same formula, charge and spin comes out at 263.3 kJ/mol. As for the SMILES: C=C(C)C(=O)CN. As for the HOMO-LUMO gap: 8.3 eV. Its total charge is 0.

XYZ file:
```
16
Properties=species:S:1:pos:R:3:forces:R:3:mulliken_charge:R:1
C 0.811 -1.053 -0.954 -1.593 -1.033 0.382 -0.88
C -0.372 -0.896 -0.271 1.667 -1.161 -0.946 0.69
C -1.236 -2.051 0.155 0.179 -0.265 0.353 -1.18
C -0.643 0.438 0.178 1.639 3.806 -0.740 0.43
O -1.496 0.854 0.935 0.695 -0.868 -0.681 -0.60
C 0.614 1.679 -0.292 -2.580 -1.176 0.761 -0.56
N 0.953 2.366 0.916 0.074 0.465 0.378 -0.64
H 1.283 -2.034 -0.984 -0.405 -0.093 -0.345 0.29
H 1.253 -0.332 -1.625 0.168 0.335 0.746 0.32
H -2.037 -1.745 0.832 0.194 0.103 -0.091 0.31
H -0.621 -2.799 0.668 -0.145 -0.004 -0.067 0.33
H -1.692 -2.538 -0.714 0.105 0.139 0.112 0.30
H 1.511 1.404 -0.837 -0.082 -0.482 0.305 0.39
H 0.041 2.308 -0.975 -0.047 0.249 0.211 0.30
H 1.519 1.787 1.529 -0.070 0.058 -0.167 0.21
H 0.112 2.613 1.437 0.201 -0.073 -0.211 0.29
```
Forces are in eV/Å.

***

Molecular formula: C5H9NO
Method: DFT, the ωB97M-V functional and the def2-TZVPD basis

The total energy is -8864.848 eV. The energy above the lowest of the compared OMol25 structures with the same formula, charge and spin comes out at 421.1 kJ/mol. As for the SMILES: Cc1on(C)c1C. As for the HOMO-LUMO gap: 8.9 eV. Its total charge is 0.

XYZ file:
```
16
Properties=species:S:1:pos:R:3:forces:R:3:mulliken_charge:R:1
C 2.402 -0.595 -0.222 0.861 1.851 0.380 -1.06
C 0.970 -0.470 -0.041 -1.646 -0.416 0.539 0.54
O 0.177 -1.493 0.590 0.347 0.655 -0.558 -0.37
N -0.986 -0.777 0.098 0.418 0.385 -1.114 -0.01
C -2.152 -0.662 0.967 1.848 -3.446 0.570 -0.76
C -0.095 0.263 -0.388 -0.633 -0.002 0.589 0.17
C -0.341 1.674 -0.894 0.503 -1.785 0.700 -1.13
H 2.837 -0.828 0.763 0.280 0.077 -0.493 0.29
H 2.640 -1.343 -0.941 0.343 -0.767 -0.480 0.29
H 2.819 0.398 -0.617 -0.513 -1.368 0.708 0.26
H -2.249 0.322 1.230 -0.924 2.464 0.714 0.32
H -2.991 -1.158 0.482 -0.246 0.509 0.011 0.26
H -1.940 -1.274 1.901 -0.183 0.834 -0.983 0.28
H -1.187 1.704 -1.571 0.124 0.222 -0.302 0.32
H -0.525 2.293 -0.025 -0.159 0.407 0.015 0.30
H 0.622 1.949 -1.330 -0.420 0.381 -0.296 0.29
```
Forces are in eV/Å.

***

Look up the total charge of the tenth one. 0